w) Molecular formula: C5H11NO3
Method: DFT, ωB97M-V/def2-TZVPD

ORCA input file:
```
! RIJCOSX wB97M-V def2-TZVPD def2/J DEFGRID3
* xyz 0 1
N -2.5424 -1.3934 -0.4106
C -1.6646 -0.4342 -1.0566
C -1.0063 0.5276 -0.0828
O -1.1802 1.7257 -0.1344
C -0.1111 -0.1005 0.9609
C 1.2828 0.5674 0.8890
O 1.2386 1.9205 1.2283
C 1.8916 0.3633 -0.5164
O 1.9403 -0.9933 -0.8916
H -2.0281 -1.9713 0.2452
H -3.2815 -0.9225 0.0901
H -2.2619 0.1379 -1.7796
H -0.8809 -0.9823 -1.5829
H -0.0084 -1.1736 0.7956
H -0.5198 0.0855 1.9582
H 1.9407 0.0939 1.6312
H 0.4909 2.3247 0.7553
H 1.2699 0.8608 -1.2652
H 2.8889 0.8222 -0.5386
H 2.5415 -1.4583 -0.2952
*
```

molecular weight	133.15	g mol⁻¹
lowest unoccupied orbital energy	0.653	eV
Kohn-Sham gap	9.99	eV
structure (SMILES)	NCC(=O)C[C@H](O)CO

=====

x) Molecular formula: C5H11NO3
Method: DFT, ωB97M-V/def2-TZVPD

ORCA input file:
```
! RIJCOSX wB97M-V def2-TZVPD def2/J DEFGRID3
* xyz 0 1
C 1.6677 -0.4516 0.0124
C 0.2657 -0.2154 -0.5515
C 0.1418 -0.7715 -1.9640
N -0.7578 -0.7670 0.3127
C -1.4480 0.1534 1.3867
O -0.5330 0.4144 2.4163
C -0.0762 1.3464 -0.5830
O -0.5413 1.8474 -1.5726
O 0.3949 2.0650 0.4408
H 1.7662 -0.0850 1.0311
H 1.8697 -1.5216 0.0175
H 2.4036 0.0468 -0.6154
H 0.8850 -0.3096 -2.6090
H 0.2810 -1.8511 -1.9461
H -0.8385 -0.5533 -2.3823
H -1.5162 -1.1345 -0.2513
H -2.2747 -0.4743 1.7412
H -1.9018 1.1149 1.1094
H -0.1778 -0.4314 2.7185
H 0.3895 1.5781 1.2884
*
```

molecular weight	133.15	g mol⁻¹
lowest unoccupied orbital energy	0.685	eV
Kohn-Sham gap	9.95	eV
structure (SMILES)	CC(C)(NCO)C(=O)O

=====

Which of them is the least stable? Correct choice: w).

=====

w) Molecular formula: C5H7NS
Method: DFT, ωB97M-V/def2-TZVPD

ORCA input file:
```
! RIJCOSX wB97M-V def2-TZVPD def2/J DEFGRID3
* xyz 0 1
C -2.9241 -0.5786 -0.0585
C -1.5361 -0.0455 -0.0115
C -1.1065 1.1956 0.0563
N 0.3112 1.2421 0.0024
C 0.8275 0.0172 0.0330
S 2.4809 -0.3343 -0.0292
C -0.3311 -0.9533 0.0709
H -3.0590 -1.3476 -0.8267
H -3.6658 0.1965 -0.3218
H -3.2152 -1.0303 0.9061
H -1.6589 2.1350 0.0985
H 0.7989 2.1493 -0.1795
H -0.3013 -1.6606 -0.7276
H -0.3503 -1.6007 0.9590
*
```

molecular weight	113.18	g mol⁻¹
lowest unoccupied orbital energy	0.606	eV
Kohn-Sham gap	8.64	eV
structure (SMILES)	CC1=CNC(=S)C1

=====

x) Molecular formula: C5H7NS
Method: DFT, ωB97M-V/def2-TZVPD

ORCA input file:
```
! RIJCOSX wB97M-V def2-TZVPD def2/J DEFGRID3
* xyz 0 1
C -1.3611 0.4247 -0.2186
N -0.8596 -0.0943 -1.2549
C 0.4735 0.3683 -1.5826
C 0.7982 1.6240 -0.6970
S -0.4588 1.6591 0.7166
H -2.3081 0.1812 0.2733
H 0.4709 0.7520 -2.6874
H 1.3500 -0.3951 -1.3695
H 1.7916 1.4003 -0.5115
H 0.5884 2.5677 -1.2475
C 0.4718 -1.8920 2.1957
C -0.7082 -2.3256 2.0597
H 1.3598 -1.6777 2.6268
H -1.6086 -2.5927 1.6967
*
```

molecular weight	113.18	g mol⁻¹
lowest unoccupied orbital energy	0.838	eV
Kohn-Sham gap	9.64	eV
structure (SMILES)	C1=NCCS1.C#C

=====

y) Molecular formula: C5H7NS
Method: DFT, ωB97M-V/def2-TZVPD

ORCA input file:
```
! RIJCOSX wB97M-V def2-TZVPD def2/J DEFGRID3
* xyz 0 1
C 0.4890 -0.6797 0.7262
C -0.1432 -0.5346 -0.4211
C 0.5333 1.4142 1.6186
C -0.7176 0.8540 -0.9334
C -0.1480 -1.7589 -1.3129
N 0.9207 1.5105 2.7517
S -0.1813 2.1843 0.3148
H 0.8610 -1.5101 1.3473
H -0.1915 1.1380 -1.8013
H -1.7813 1.0323 -0.7705
H -0.6587 -1.4544 -2.3054
H -0.8066 -2.6516 -0.9984
H 0.8611 -1.9573 -1.5667
H 0.9631 2.4135 3.3511
*
```

molecular weight	113.18	g mol⁻¹
lowest unoccupied orbital energy	0.694	eV
Kohn-Sham gap	8.54	eV

=====

Which of them is the least stable? Correct choice: y).

=====

w) Molecular formula: C5H7NS
Method: DFT, ωB97M-V/def2-TZVPD

ORCA input file:
```
! RIJCOSX wB97M-V def2-TZVPD def2/J DEFGRID3
* xyz 0 1
C 2.1738 -1.7666 1.1734
C 1.8085 -0.6551 0.5765
C 1.1069 0.4155 -0.2037
S 1.8650 1.8178 -0.7728
N -0.2136 0.3063 -0.3494
C -1.1190 1.3212 -0.7625
C -0.9947 -0.8199 0.3005
H 2.7112 -2.5167 1.4606
H -0.6590 2.2942 -0.4637
H -1.0785 1.4936 -1.7853
H -2.2122 1.0605 -0.4509
H -0.3327 -1.6048 0.5632
H -1.6109 -0.9865 -0.5468
H -1.4448 -0.3594 1.2608
*
```

molecular weight	113.18	g mol⁻¹
lowest unoccupied orbital energy	-0.097	eV
Kohn-Sham gap	8.28	eV
structure (SMILES)	C#CC(=S)N(C)C

=====

x) Molecular formula: C5H7NS
Method: DFT, ωB97M-V/def2-TZVPD

ORCA input file:
```
! RIJCOSX wB97M-V def2-TZVPD def2/J DEFGRID3
* xyz 0 1
C 0.0575 -0.4413 1.9116
C -0.9865 -0.4668 0.7039
C -0.5813 -0.0765 -0.5409
C -1.6158 -0.2116 -1.5492
N -2.5092 -0.4016 -2.2244
C 0.6413 0.7349 -0.9471
S 2.1237 -0.3821 -1.2769
H -0.6502 -0.2830 2.7277
H 0.7932 0.4316 1.8350
H 0.7698 -1.2484 2.0558
H -1.8341 -1.0658 1.0949
H 0.8045 1.5350 -0.1017
H 0.3708 1.1258 -1.8928
H 2.6163 0.7498 -1.7958
*
```

molecular weight	113.18	g mol⁻¹
lowest unoccupied orbital energy	0.223	eV
Kohn-Sham gap	9.91	eV
structure (SMILES)	C/C=C(/C#N)CS

=====

y) Molecular formula: C5H7NS
Method: DFT, ωB97M-V/def2-TZVPD

ORCA input file:
```
! RIJCOSX wB97M-V def2-TZVPD def2/J DEFGRID3
* xyz 0 1
C -1.5872 1.6709 -0.2168
C -0.9454 0.6405 0.2387
S -1.5293 -0.9929 0.1452
C 0.2616 -1.6728 -0.1017
C 0.9655 -0.4643 -0.5105
N 1.7899 0.7112 -0.0708
C 0.4915 0.4460 0.6798
H -1.3739 2.6710 -0.0272
H -2.5121 1.3696 -0.8123
H 0.6036 -2.4040 0.7778
H 0.0942 -2.4903 -0.9331
H 0.3565 0.0840 -1.2533
H 2.7643 0.4093 0.4370
H 0.6208 0.0218 1.6472
*
```

molecular weight	113.18	g mol⁻¹
lowest unoccupied orbital energy	0.717	eV
Kohn-Sham gap	9.28	eV
structure (SMILES)	C=C1SC[C@@H]2N[C@@H]12

=====

Which of them is the least stable? Correct choice: y).

=====

w) Molecular formula: C4H8Br2N
Method: DFT, ωB97M-V/def2-TZVPD

ORCA input file:
```
! RIJCOSX wB97M-V def2-TZVPD def2/J DEFGRID3
* xyz 1 1
C -1.7378 0.3879 2.1351
C -1.4298 0.1349 0.8682
Br -2.6344 0.3756 -0.5822
C 0.0393 -0.6562 0.4206
Br -0.1367 -2.5055 -0.0977
N 0.4604 0.2949 -0.7738
C 1.7830 0.0055 -1.4283
H -2.6805 0.9720 2.2437
H -1.1504 0.2599 2.9557
H 0.6946 -0.3957 1.2926
H -0.3032 0.1553 -1.4399
H 0.4732 1.2657 -0.6768
H 2.6339 -0.0880 -0.7218
H 1.8771 -0.8915 -1.9801
H 2.1113 0.6851 -2.2151
*
```

molecular weight	229.92	g mol⁻¹
lowest unoccupied orbital energy	-3.380	eV
Kohn-Sham gap	10.51	eV
structure (SMILES)	C=C(Br)[C@@H](Br)[NH2+]C

=====

x) Molecular formula: C4H8Br2N
Method: DFT, ωB97M-V/def2-TZVPD

ORCA input file:
```
! RIJCOSX wB97M-V def2-TZVPD def2/J DEFGRID3
* xyz 1 1
C -1.3141 -0.8263 -1.6954
C -0.5683 0.1359 -1.2332
Br -1.0727 1.9788 -1.0834
C 0.7931 -0.0982 -0.7196
Br 2.1081 0.9621 -1.6641
N 0.8941 0.5252 0.9540
C -0.1445 -0.1510 1.7956
H -2.2102 -0.4844 -2.1715
H -1.0722 -1.9927 -1.5837
H 1.0211 -1.0628 -0.7557
H 1.7609 0.2515 1.3115
H 0.6652 1.6118 0.8906
H -0.0960 -1.2014 1.4536
H 0.3628 0.0249 2.7467
H -1.1273 0.3267 1.7546
*
```

molecular weight	229.92	g mol⁻¹
lowest unoccupied orbital energy	-3.837	eV
Kohn-Sham gap	10.25	eV
structure (SMILES)	C=C(Br)[C@@H](Br)[NH2+]C

=====

Which of them is the least stable? Correct choice: x).